1.
Here is C8H13FOS as an isolated structure in a non-equilibrium geometry from OMol25. Energies are from ωB97M-V with the def2-TZVPD basis set.

Summary:
F_max: 0.0574 Eh/bohr
E_HOMO (spin up / spin down): -0.2945 / -0.2945 Eh
Frontier orbital gap (spin up / spin down): 0.3044 / 0.3044 Ha
Energy relative to the best compared isomer or geometry (same formula, charge and spin): 0.000 eV

The geometry in ORCA input format:
```
! wB97M-V def2-TZVPD RIJCOSX def2/J DEFGRID3
* xyz 0 1
C -1.731 2.799 -1.939
C -1.771 1.513 -1.646
C 0.223 -1.792 1.422
C -0.072 -0.530 1.096
C 0.756 -2.226 2.740
C 2.249 -0.494 -1.037
C -1.638 0.968 -0.255
C -0.602 -0.131 -0.187
O 1.503 2.008 -0.549
F -0.905 -1.178 -1.017
S 1.075 0.884 -1.378
H -1.824 3.158 -2.949
H -1.597 3.547 -1.175
H -1.900 0.768 -2.420
H 0.026 -2.583 0.709
H 0.105 0.283 1.787
H 1.601 -2.899 2.600
H 1.068 -1.375 3.341
H -0.011 -2.776 3.287
H 3.220 -0.238 -1.445
H 1.854 -1.380 -1.521
H 2.321 -0.647 0.036
H -2.604 0.560 0.069
H -1.346 1.762 0.432
*
```

Here are the Mulliken charges for atoms 1 to 2, given in e: atom 1 (C): -0.6533, atom 2 (C): -0.2536

***

2.
Here is the molecule C5H7NO in a non-equilibrium geometry from OMol25. Energies are from ωB97M-V with the def2-TZVPD basis set.

Summary:
F_max: 0.0675 Eh/bohr
SMILES: C[C@@]12C=NO[C@@H]1C2
E_HOMO: -0.3426 Eh
Frontier orbital gap: 0.3772 Ha
Energy relative to the best compared isomer or geometry (same formula, charge and spin): 3.597 eV

The geometry in ORCA input format:
```
! wB97M-V def2-TZVPD RIJCOSX def2/J DEFGRID3
* xyz 0 1
C 0.092 1.040 -1.703
C 1.412 0.142 0.321
C 0.658 1.420 0.565
C 0.032 0.332 -0.323
C -1.041 -0.615 0.122
N 0.526 2.217 -1.622
O 0.867 2.467 -0.314
H -0.447 0.812 -2.582
H 2.307 0.110 -0.259
H 1.438 -0.458 1.126
H 0.344 1.827 1.548
H -1.004 -0.942 1.104
H -1.082 -1.599 -0.291
H -1.979 -0.215 0.000
*
```

Here are the Mulliken charges for atoms 1 to 2, given in e: atom 1 (C): -0.3137, atom 2 (C): -1.0260

***

3.
Here is an isolated ion of composition C4H9N2 and charge +1 in a non-equilibrium geometry from OMol25. Energies are from ωB97M-V with the def2-TZVPD basis set.

Summary:
F_max: 0.0746 Eh/bohr
SMILES: NC=C1C[NH2+]C1
E_HOMO: -0.4556 Eh
Frontier orbital gap: 0.3259 Ha
Energy relative to the best compared isomer or geometry (same formula, charge and spin): 3.877 eV

The geometry in ORCA input format:
```
! wB97M-V def2-TZVPD RIJCOSX def2/J DEFGRID3
* xyz 1 1
C -1.569 0.350 -0.105
C 0.937 1.003 -0.109
C 0.860 -1.156 0.055
C -0.175 -0.018 -0.127
N -2.983 -0.177 0.007
N 1.990 -0.094 -0.034
H -3.166 -1.014 0.599
H -1.593 1.378 -0.155
H 1.188 1.594 -0.910
H 1.208 1.773 0.625
H 0.882 -1.680 0.942
H 0.952 -2.062 -0.625
H -3.759 0.495 -0.056
H 2.619 -0.270 -0.923
H 2.608 -0.123 0.816
*
```

Here are the Mulliken charges for atoms 1 to 2, given in e: atom 1 (C): -0.2449, atom 2 (C): -0.8485

***

4.
Here is C25H50ClIrNP2SeSi2 as an isolated structure in a non-equilibrium geometry from OMol25. Energies are from ωB97M-V with the def2-TZVPD basis set.

Summary:
F_max: 0.1220 Eh/bohr
Expectation value of S²: 8.7817
E_HOMO (spin up / spin down): -0.2029 / -0.2854 Eh
Frontier orbital gap (spin up / spin down): 0.1998 / 0.2737 Ha

The geometry in ORCA input format:
```
! wB97M-V def2-TZVPD RIJCOSX def2/J DEFGRID3
* xyz 0 6
Ir 0.005 0.000 0.003
C -1.288 -0.023 2.178
C -1.763 1.228 1.466
C -2.288 0.722 0.282
Si -1.307 2.879 2.207
C -2.290 -0.725 0.267
C -1.759 -1.258 1.436
Si -1.310 -2.926 2.142
H -1.106 -0.049 3.351
H -2.735 1.351 -0.458
H -2.738 -1.334 -0.489
Cl 0.607 0.024 -2.314
C -1.036 -2.818 3.983
C -2.718 -4.085 1.793
C -1.035 2.729 4.044
C -2.714 4.048 1.889
H -3.604 -3.772 2.367
H -2.453 -5.100 2.115
H -3.003 -4.123 0.736
H -0.157 -2.177 4.242
H -0.813 -3.807 4.399
H -1.901 -2.404 4.516
H -3.609 3.708 2.431
H -2.977 4.134 0.829
H -2.455 5.047 2.261
H -1.896 2.303 4.572
H -0.796 3.702 4.486
H -0.145 2.081 4.284
C 0.315 -3.446 1.327
C 0.317 3.417 1.403
P 0.486 -2.666 -0.326
H 0.440 -4.546 1.342
H 1.127 -3.019 1.941
P 0.485 2.674 -0.268
H 1.131 2.977 2.006
H 0.442 4.516 1.441
C 2.119 3.292 -0.952
C -0.811 3.647 -1.253
C -0.810 -3.618 -1.331
C 2.120 -3.272 -1.023
C 3.179 -2.174 -0.912
H 1.915 -3.440 -2.095
C 2.642 -4.572 -0.411
H 2.911 -4.428 0.642
H 3.550 -4.887 -0.945
H 1.921 -5.395 -0.474
H 2.864 -1.271 -1.445
H 4.123 -2.525 -1.354
H 3.369 -1.910 0.136
H -1.742 -3.373 -0.799
C -0.659 -5.140 -1.345
C -0.922 -3.069 -2.751
H -0.582 -5.571 -0.341
H 0.214 -5.453 -1.933
H -1.547 -5.584 -1.824
H -1.130 -1.994 -2.749
H -1.738 -3.588 -3.275
H 0.001 -3.229 -3.322
H -1.744 3.384 -0.733
C -0.914 3.137 -2.688
C -0.665 5.170 -1.224
H -0.597 5.573 -0.207
H -1.553 5.623 -1.695
H 0.210 5.501 -1.797
H -1.115 2.060 -2.714
H 0.010 3.318 -3.251
H -1.731 3.663 -3.200
C 3.176 2.190 -0.866
C 2.644 4.577 -0.311
H 1.913 3.484 -2.019
H 2.911 4.409 0.739
H 1.926 5.403 -0.358
H 3.554 4.900 -0.837
H 3.364 1.901 0.175
H 4.120 2.548 -1.299
H 2.859 1.300 -1.420
C 1.168 0.039 -5.973
H 0.157 0.038 -6.377
H 1.702 0.938 -6.277
H 1.707 -0.853 -6.287
Se 0.061 -0.010 5.132
C 0.255 0.002 3.319
N 0.139 0.000 2.040
*
```

Here are the Mulliken charges for atoms 1 to 2, given in e: atom 1 (Ir): 1.5575, atom 2 (C): -0.1048

***

5.
Here is C14H25As2Cl3PtSi as an isolated structure in a non-equilibrium geometry from OMol25. Energies are from ωB97M-V with the def2-TZVPD basis set.

Summary:
F_max: 0.0215 Eh/bohr
Expectation value of S²: 6.0120
E_HOMO (spin up / spin down): -0.5473 / -0.5824 Eh
Frontier orbital gap (spin up / spin down): 0.3470 / 0.1955 Ha
Energy relative to the best compared isomer or geometry (same formula, charge and spin): 0.425 eV

The geometry in ORCA input format:
```
! wB97M-V def2-TZVPD RIJCOSX def2/J DEFGRID3
* xyz 2 5
Pt -1.054 1.548 -0.594
C -1.840 0.550 3.104
As -0.387 0.775 1.821
C 0.989 1.641 2.915
C 0.179 -1.085 1.554
C 1.085 -1.672 2.430
C 1.485 -2.986 2.238
C 0.974 -3.727 1.184
C 0.067 -3.150 0.309
C -0.322 -1.826 0.482
As -1.553 -1.026 -0.815
C -1.205 -1.918 -2.521
C -3.249 -1.856 -0.300
H -2.232 1.525 3.397
H -1.453 0.042 3.992
H -2.643 -0.049 2.676
H 1.001 1.212 3.922
H 0.748 2.704 3.000
H 1.971 1.534 2.452
H 1.488 -1.105 3.261
H 2.204 -3.429 2.910
H 1.298 -4.745 1.021
H -0.319 -3.724 -0.528
H -1.577 -2.946 -2.498
H -0.139 -1.911 -2.755
H -1.738 -1.381 -3.310
H -3.122 -2.942 -0.332
H -4.029 -1.567 -1.005
H -3.551 -1.559 0.704
Cl -1.409 4.579 0.095
Si -2.706 3.332 -0.959
Cl -4.592 3.669 -0.363
Cl -2.485 3.660 -2.964
C 2.324 0.378 -0.846
C 1.854 1.115 -2.093
C 3.031 1.849 -2.753
C 0.740 2.073 -1.803
H 3.214 -0.203 -1.058
H 1.545 -0.295 -0.484
H 2.560 1.094 -0.060
H 1.502 0.377 -2.831
H 3.452 2.588 -2.074
H 2.718 2.353 -3.664
H 3.813 1.134 -3.001
H 0.297 2.481 -2.713
H 1.069 2.889 -1.146
*
```

Here are the Mulliken charges for atoms 1 to 2, given in e: atom 1 (Pt): 1.2390, atom 2 (C): -0.9756

***

6.
Here is a 6-piece molecular cluster, C47H63ClF41N4O6S overall in a non-equilibrium geometry from OMol25. Energies are from ωB97M-V with the def2-TZVPD basis set.

Summary:
F_max: 0.1296 Eh/bohr
E_HOMO: -0.4185 Eh
Frontier orbital gap: 0.2958 Ha

The geometry in ORCA input format:
```
! wB97M-V def2-TZVPD RIJCOSX def2/J DEFGRID3
* xyz 1 1
C -2.665 2.054 3.787
C -2.780 2.966 2.399
C -1.441 2.864 1.455
C -0.197 3.818 1.935
C 1.138 3.384 1.097
N 1.119 3.209 -0.401
C 2.542 2.807 -0.743
N 2.904 2.592 -2.035
S 4.444 2.140 -2.686
C 1.794 2.817 -3.086
C 0.772 1.506 -3.201
C -0.760 1.815 -2.709
C -1.182 0.983 -1.362
C -1.509 -0.606 -1.592
C -2.359 -1.100 -0.239
C -1.406 -1.798 0.900
C -2.323 -1.971 2.283
C -1.387 -2.062 3.651
C -2.245 -1.851 5.046
O -1.348 -2.031 6.198
C -1.274 -0.787 7.021
N 3.438 2.685 0.450
C 4.864 2.296 0.700
C 5.145 0.677 0.376
F 5.879 3.185 0.016
N 2.559 3.064 1.493
C 2.792 3.212 2.975
C 2.822 1.794 3.817
C 4.211 1.811 4.748
Cl 1.416 1.904 5.074
H -2.754 2.773 4.711
H -1.707 1.367 3.809
H -3.598 1.312 3.835
H -3.668 2.463 1.781
H -3.133 4.077 2.615
H -1.709 3.184 0.337
H -1.044 1.740 1.498
H -0.459 4.973 1.804
H -0.051 3.670 3.104
H 5.239 3.295 -2.611
H 2.311 2.880 -4.160
H 1.234 3.835 -2.951
H 0.701 1.202 -4.353
H 1.262 0.564 -2.667
H -0.851 2.971 -2.451
H -1.508 1.575 -3.610
H -2.186 1.486 -0.960
H -0.404 1.055 -0.490
H -0.485 -1.176 -1.660
H -2.224 -0.806 -2.519
H -2.899 -0.168 0.269
H -3.205 -1.839 -0.567
H -0.417 -1.193 1.114
H -1.063 -2.900 0.595
H -3.088 -1.074 2.373
H -2.951 -2.970 2.106
H -0.885 -3.134 3.720
H -0.519 -1.274 3.638
H -3.107 -2.668 5.115
H -2.742 -0.789 4.997
H -0.430 -0.093 6.562
H -2.308 -0.240 7.087
H -0.965 -1.067 8.131
H 5.178 2.385 1.851
H 4.207 0.187 -0.175
H 5.291 0.051 1.361
H 6.050 0.595 -0.377
H 2.078 3.954 3.529
H 3.888 3.672 3.090
H 2.753 0.832 3.145
H 4.071 1.235 5.772
H 4.496 2.928 5.058
H 5.106 1.412 4.107
C -1.406 -7.898 5.486
C -0.224 -7.377 4.655
C -0.525 -6.140 3.817
F -1.500 -6.357 2.907
F 0.575 -5.762 3.112
F 0.262 -8.391 3.890
F 0.779 -7.063 5.534
O -2.148 -8.982 4.922
C -3.162 -8.609 3.989
C -2.883 -9.120 2.571
F -1.701 -8.657 2.094
F -3.841 -8.701 1.702
F -3.344 -7.268 4.043
F -4.315 -9.160 4.458
H -0.978 -8.317 6.405
H -2.062 -7.091 5.837
H -0.819 -5.296 4.448
H -2.851 -10.212 2.547
C -4.010 -1.853 -7.683
C -3.963 -2.778 -6.457
C -4.155 -2.078 -5.117
F -3.197 -1.156 -4.873
F -4.087 -2.974 -4.096
F -2.807 -3.492 -6.484
F -4.969 -3.697 -6.606
O -2.749 -1.428 -8.205
C -2.170 -0.295 -7.558
C -0.854 -0.626 -6.845
F -1.020 -1.589 -5.905
F -0.360 0.464 -6.198
F -3.089 0.268 -6.740
F -1.942 0.615 -8.544
H -4.453 -2.439 -8.496
H -4.702 -1.012 -7.548
H -5.132 -1.588 -5.062
H -0.100 -0.974 -7.555
C 2.419 7.248 3.422
C 1.390 7.732 2.390
C 1.667 9.111 1.804
F 1.672 10.081 2.745
F 0.700 9.455 0.911
F 0.147 7.664 2.936
F 1.392 6.824 1.363
O 2.073 7.434 4.797
C 2.364 8.725 5.332
C 1.104 9.495 5.745
F 0.257 9.670 4.700
F 1.418 10.738 6.200
F 3.138 9.406 4.454
F 3.146 8.503 6.424
H 2.485 6.160 3.307
H 3.433 7.606 3.204
H 2.626 9.133 1.277
H 0.563 8.967 6.534
C -3.368 3.888 -9.076
C -1.957 4.494 -9.034
C -1.760 5.589 -7.992
F -2.571 6.651 -8.198
F -0.488 6.069 -8.039
F -1.622 4.926 -10.279
F -1.088 3.474 -8.750
O -4.252 4.407 -10.073
C -4.939 5.605 -9.717
C -4.546 6.800 -10.593
F -3.217 7.059 -10.524
F -5.181 7.933 -10.190
F -4.768 5.840 -8.394
F -6.263 5.333 -9.878
H -3.244 2.834 -9.351
H -3.841 3.855 -8.086
H -1.933 5.210 -6.981
H -4.800 6.618 -11.641
C 4.529 -9.184 3.814
C 4.075 -7.874 3.153
C 2.965 -8.029 2.119
F 3.331 -8.814 1.081
F 2.640 -6.821 1.584
F 5.158 -7.241 2.630
F 3.615 -7.056 4.152
O 5.702 -9.794 3.271
C 5.488 -10.620 2.127
C 6.164 -10.075 0.864
F 5.722 -8.831 0.555
F 5.894 -10.859 -0.214
F 4.159 -10.826 1.969
F 6.017 -11.834 2.444
H 4.811 -8.930 4.843
H 3.709 -9.904 3.929
H 2.059 -8.445 2.568
H 7.249 -10.026 0.990
*
```

Here are the Mulliken charges for atoms 1 to 2, given in e: atom 1 (C): -0.6780, atom 2 (C): -0.6626

***

7.
Here is a 4-piece molecular cluster, C21H50N2O3 overall from OMol25. Energies are from ωB97M-V with the def2-TZVPD basis set.

Summary:
F_max: 0.0072 Eh/bohr
SMILES: NCCNC(=O)OO.CCCCCC.CCCCCC.CCCCCC
E_HOMO: -0.3506 Eh
Frontier orbital gap: 0.3620 Ha
Energy relative to the best compared isomer or geometry (same formula, charge and spin): 0.000 eV

The geometry in ORCA input format:
```
! wB97M-V def2-TZVPD RIJCOSX def2/J DEFGRID3
* xyz 0 1
N -2.430 0.644 -0.783
C -2.337 0.598 -2.250
C -0.975 0.130 -2.756
N -0.078 1.217 -3.225
C -0.480 1.746 -4.488
O -0.567 1.131 -5.506
O -0.671 3.095 -4.499
O -1.226 3.547 -3.266
H -1.544 0.441 -0.338
H -2.726 1.548 -0.443
H -3.102 -0.087 -2.628
H -2.586 1.578 -2.660
H -1.100 -0.641 -3.525
H -0.450 -0.352 -1.926
H 0.817 0.769 -3.408
H -0.539 3.299 -2.617
C -0.178 -0.736 5.255
C -1.168 0.413 5.414
C -2.126 0.562 4.232
C -1.446 0.868 2.898
C -0.579 2.125 2.895
C -1.357 3.407 3.176
H 0.476 -0.591 4.393
H 0.459 -0.824 6.136
H -0.701 -1.686 5.125
H -0.621 1.346 5.577
H -1.760 0.248 6.318
H -2.853 1.347 4.462
H -2.706 -0.359 4.123
H -2.219 0.965 2.127
H -0.831 0.014 2.599
H -0.099 2.215 1.915
H 0.233 2.024 3.621
H -2.151 3.550 2.440
H -0.699 4.277 3.129
H -1.812 3.395 4.167
C -1.913 -6.582 -4.312
C -2.782 -5.357 -4.039
C -3.734 -5.018 -5.185
C -3.049 -4.666 -6.507
C -2.069 -3.497 -6.430
C -2.721 -2.181 -6.019
H -1.259 -6.430 -5.172
H -1.278 -6.806 -3.454
H -2.531 -7.460 -4.508
H -2.144 -4.499 -3.813
H -3.376 -5.539 -3.140
H -4.378 -4.190 -4.877
H -4.401 -5.869 -5.356
H -3.822 -4.432 -7.246
H -2.524 -5.544 -6.893
H -1.606 -3.369 -7.412
H -1.254 -3.733 -5.740
H -3.517 -1.906 -6.714
H -1.991 -1.369 -6.015
H -3.153 -2.240 -5.018
C 6.812 3.244 2.499
C 6.368 2.414 3.699
C 5.257 1.417 3.373
C 3.950 2.047 2.888
C 3.324 3.052 3.852
C 2.930 2.442 5.194
H 6.000 3.861 2.111
H 7.629 3.913 2.771
H 7.164 2.600 1.690
H 6.052 3.079 4.508
H 7.228 1.858 4.082
H 5.060 0.804 4.257
H 5.615 0.726 2.604
H 3.229 1.245 2.696
H 4.116 2.536 1.924
H 2.430 3.470 3.381
H 4.001 3.894 4.018
H 2.224 1.619 5.055
H 2.452 3.189 5.829
H 3.795 2.057 5.736
*
```

Here are the Mulliken charges for atoms 1 to 2, given in e: atom 1 (N): -0.5462, atom 2 (C): -0.2920

***

8.
Here is the molecule C4H11NO2 from OMol25. Energies are from ωB97M-V with the def2-TZVPD basis set.

Summary:
F_max: 0.0170 Eh/bohr
SMILES: N[C@@H](CO)CCO
E_HOMO: -0.3494 Eh
Frontier orbital gap: 0.3774 Ha
Energy relative to the best compared isomer or geometry (same formula, charge and spin): 1.098 eV

The geometry in ORCA input format:
```
! wB97M-V def2-TZVPD RIJCOSX def2/J DEFGRID3
* xyz 0 1
C -1.001 1.509 -0.383
O -0.773 2.772 0.233
C -0.189 0.397 0.252
C -0.412 -0.914 -0.501
C 0.039 -2.158 0.259
O 1.428 -2.199 0.508
N 1.236 0.708 0.277
H -2.074 1.340 -0.268
H -0.790 1.579 -1.459
H 0.162 3.003 0.107
H -0.489 0.279 1.287
H 0.084 -0.852 -1.470
H -1.471 -1.059 -0.745
H -0.199 -3.013 -0.363
H -0.518 -2.243 1.193
H 1.522 1.362 0.985
H 1.736 -1.291 0.694
H 1.708 0.779 -0.606
*
```

Here are the Mulliken charges for atoms 1 to 2, given in e: atom 1 (C): -0.7892, atom 2 (O): -0.5293